Entry 1:
{
  "formula": "C21H30N4O2S",
  "method": "the ωB97M-V functional and the def2-TZVPD basis",
  "orbital_gap_ha": 0.3294,
  "total_charge": 0,
  "e_tot_ha": -1585.9052,
  "max_force_ev_per_a": 1.13,
  "homo_ev": -8.2996,
  "e_above_lowest_kcal_mol": 64.4,
  "symbols": ["C", "C", "N", "C", "C", "S", "O", "O", "C", "C", "C", "C", "N", "C", "C", "C", "N", "C", "C", "C", "C", "C", "C", "C", "C", "C", "N", "C", "H", "H", "H", "H", "H", "H", "H", "H", "H", "H", "H", "H", "H", "H", "H", "H", "H", "H", "H", "H", "H", "H", "H", "H", "H", "H", "H", "H", "H", "H"],
  "positions_angstrom": [[-0.972, 1.914, 4.864], [-2.240, 1.711, 5.695], [-2.938, 0.480, 5.431], [-2.612, -0.739, 6.121], [-1.315, -1.408, 5.663], [-4.119, 0.465, 4.271], [-4.657, 1.792, 4.171], [-5.005, -0.627, 4.558], [-3.260, 0.100, 2.752], [-2.874, 1.128, 1.901], [-2.149, 0.824, 0.771], [-1.825, -0.525, 0.527], [-1.134, -0.946, -0.556], [-0.377, -0.118, -1.464], [-0.027, -0.914, -2.718], [0.814, -0.060, -3.662], [2.030, 0.366, -2.997], [2.955, 0.999, -3.921], [3.498, 0.001, -4.909], [3.592, 0.303, -6.260], [4.110, -0.622, -7.152], [4.532, -1.860, -6.701], [4.437, -2.170, -5.354], [3.926, -1.244, -4.464], [1.720, 1.199, -1.853], [0.924, 0.394, -0.832], [-2.225, -1.508, 1.348], [-2.927, -1.198, 2.418], [-0.211, 1.180, 5.113], [-1.198, 1.829, 3.804], [-0.571, 2.906, 5.056], [-2.949, 2.511, 5.469], [-1.997, 1.752, 6.762], [-2.560, -0.536, 7.198], [-3.456, -1.406, 5.939], [-1.255, -2.407, 6.088], [-1.288, -1.488, 4.579], [-0.446, -0.846, 5.995], [-3.163, 2.140, 2.141], [-1.842, 1.600, 0.089], [-0.906, -1.930, -0.537], [-1.001, 0.738, -1.751], [-0.936, -1.242, -3.224], [0.553, -1.794, -2.434], [1.092, -0.646, -4.540], [0.218, 0.809, -4.003], [3.790, 1.397, -3.333], [2.489, 1.845, -4.456], [3.260, 1.267, -6.618], [4.180, -0.375, -8.201], [4.933, -2.582, -7.396], [4.765, -3.136, -4.997], [3.844, -1.475, -3.413], [2.659, 1.533, -1.403], [1.144, 2.097, -2.146], [1.520, -0.461, -0.509], [0.704, 1.010, 0.041], [-3.248, -2.022, 3.041]]
}



Entry 2:
{
  "formula": "C22H46B2I2N5O3",
  "method": "the ωB97M-V functional and the def2-TZVPD basis",
  "orbital_gap_ha": 0.2720,
  "total_charge": 1,
  "e_tot_ha": -2010.3412,
  "max_force_ev_per_a": 0.82,
  "homo_ev": -11.3226,
  "symbols": ["C", "C", "C", "C", "C", "C", "C", "I", "C", "C", "I", "C", "B", "N", "O", "N", "C", "B", "O", "C", "C", "C", "C", "C", "N", "C", "C", "C", "N", "H", "H", "H", "H", "H", "H", "H", "H", "H", "H", "H", "H", "H", "H", "H", "H", "H", "H", "H", "H", "H", "H", "H", "H", "H", "H", "H", "H", "H", "H", "H", "H", "H", "H", "H", "H", "H", "H", "H", "C", "C", "O", "N", "C", "H", "H", "H", "H", "H", "H", "H"],
  "positions_angstrom": [[2.807, -0.933, 4.230], [3.844, -1.578, 3.291], [3.224, -2.229, 2.046], [2.993, -1.209, 0.920], [4.354, -0.738, 0.368], [1.903, -1.573, -0.184], [2.590, -2.062, -1.513], [3.915, -3.753, -1.202], [1.948, -2.371, -2.902], [1.535, -1.209, -3.802], [0.466, -3.913, -3.053], [0.743, -2.497, 0.338], [0.680, -4.101, 0.564], [-0.533, -4.793, 0.299], [1.715, -4.721, 1.210], [-0.361, -2.049, -0.540], [-0.240, -0.874, -1.034], [-1.463, -0.259, -1.923], [-1.181, 0.453, -3.044], [-2.914, -0.562, -1.437], [-3.852, 0.629, -1.720], [0.981, -0.233, -0.433], [1.577, 0.869, -1.322], [2.583, 1.872, -0.723], [3.610, 2.279, -1.676], [0.312, 0.306, 0.917], [0.098, 1.807, 1.080], [0.865, 2.514, 2.163], [-0.762, 2.448, 0.407], [2.888, 0.156, 4.254], [1.784, -1.178, 3.923], [2.918, -1.280, 5.258], [4.413, -2.337, 3.829], [4.565, -0.813, 2.997], [2.279, -2.669, 2.371], [3.830, -3.066, 1.705], [2.597, -0.340, 1.437], [5.057, -1.561, 0.254], [4.285, -0.204, -0.579], [4.802, -0.033, 1.071], [3.307, -1.284, -1.771], [2.755, -2.864, -3.434], [1.486, -1.583, -4.825], [2.300, -0.429, -3.792], [0.560, -0.778, -3.583], [0.508, -2.134, 1.350], [-1.421, -4.318, 0.277], [-0.643, -5.667, 0.797], [1.867, -5.635, 0.938], [-1.148, -2.638, -0.784], [-1.302, 1.411, -3.069], [-3.274, -1.449, -1.979], [-2.921, -0.802, -0.368], [-4.131, 0.665, -2.773], [-4.769, 0.557, -1.138], [-3.399, 1.594, -1.480], [2.068, 0.378, -2.155], [0.763, 1.450, -1.759], [3.062, 1.473, 0.171], [2.033, 2.758, -0.408], [4.542, 1.988, -1.420], [3.424, 1.992, -2.627], [-0.695, -0.119, 1.002], [0.840, -0.061, 1.790], [0.963, 1.881, 3.047], [0.352, 3.435, 2.429], [1.872, 2.770, 1.830], [-1.259, 1.849, -0.256], [-5.274, 3.203, 0.910], [-5.933, 3.677, -0.367], [-5.425, 3.496, -1.463], [-7.118, 4.326, -0.250], [-7.862, 4.637, 0.953], [-4.337, 2.721, 0.646], [-5.062, 4.039, 1.577], [-5.909, 2.495, 1.444], [-7.503, 4.621, -1.134], [-8.850, 4.174, 0.933], [-7.988, 5.714, 1.068], [-7.333, 4.265, 1.825]]
}



Entry 3:
{
  "formula": "C3H7PS",
  "method": "the ωB97M-V functional and the def2-TZVPD basis",
  "orbital_gap_ha": 0.2767,
  "total_charge": 0,
  "e_tot_ha": -858.0220,
  "max_force_ev_per_a": 2.44,
  "homo_ev": -8.5488,
  "e_above_lowest_kcal_mol": 0.0,
  "symbols": ["C", "C", "C", "P", "S", "H", "H", "H", "H", "H", "H", "H"],
  "positions_angstrom": [[-0.788, -1.090, -0.554], [0.183, 0.083, -0.292], [-0.280, 0.974, 0.849], [1.776, -0.621, 0.279], [3.196, 0.395, -0.595], [-1.676, -0.663, -0.898], [-0.973, -1.661, 0.403], [-0.375, -1.692, -1.329], [0.325, 0.661, -1.290], [0.002, 0.685, 1.830], [-0.034, 2.011, 0.774], [-1.355, 0.919, 0.822]]
}



Entry 4:
{
  "formula": "C2H7NO2",
  "method": "the ωB97M-V functional and the def2-TZVPD basis",
  "orbital_gap_ha": 0.3639,
  "total_charge": 0,
  "e_tot_ha": -285.5809,
  "max_force_ev_per_a": 3.44,
  "homo_ev": -9.6916,
  "e_above_lowest_kcal_mol": 57.1,
  "symbols": ["C", "O", "H", "H", "N", "C", "O", "H", "H", "H", "H", "H"],
  "positions_angstrom": [[2.880, 0.572, 0.061], [1.916, 0.583, 0.827], [3.142, -0.365, -0.357], [3.293, 1.493, -0.359], [-1.488, -0.148, -1.060], [-1.923, -0.288, 0.356], [-0.858, -0.606, 1.219], [-0.911, -0.885, -1.432], [-0.936, 0.696, -1.087], [-2.708, -1.081, 0.371], [-2.377, 0.634, 0.758], [-0.032, -0.605, 0.703]]
}



Entry 5:
{
  "formula": "C6H16N2S",
  "method": "the ωB97M-V functional and the def2-TZVPD basis",
  "orbital_gap_ha": 0.2876,
  "total_charge": 0,
  "e_tot_ha": -745.7223,
  "max_force_ev_per_a": 5.12,
  "homo_ev": -7.1379,
  "e_above_lowest_kcal_mol": 48.4,
  "symbols": ["C", "C", "C", "C", "C", "C", "N", "N", "S", "H", "H", "H", "H", "H", "H", "H", "H", "H", "H", "H", "H", "H", "H", "H", "H"],
  "positions_angstrom": [[1.512, 0.507, -1.292], [2.756, -1.512, 0.065], [-1.789, 2.397, 0.102], [-2.199, -2.036, -0.117], [-1.832, 0.910, 0.102], [-1.356, -1.299, 0.896], [2.960, 1.138, 0.616], [-1.569, 0.129, 1.051], [1.770, -0.151, 0.416], [0.518, 0.028, -1.746], [1.277, 1.571, -1.232], [2.297, -2.353, 0.551], [3.793, -1.528, -0.153], [-1.092, 2.794, -0.560], [-2.660, 2.944, -0.145], [-1.557, 2.737, 1.034], [-2.534, -3.103, -0.030], [-3.085, -1.601, -0.330], [-1.786, -1.955, -1.155], [-2.124, 0.428, -0.848], [2.315, 0.314, -1.967], [-1.572, -1.671, 1.865], [-0.325, -1.536, 0.715], [3.821, 0.944, 1.128], [2.462, 1.903, 1.033]]
}



Entry 6:
{
  "formula": "C6H8O2",
  "method": "the ωB97M-V functional and the def2-TZVPD basis",
  "orbital_gap_ha": 0.3460,
  "total_charge": 0,
  "e_tot_ha": -383.6524,
  "max_force_ev_per_a": 9.95,
  "homo_ev": -8.8484,
  "e_above_lowest_kcal_mol": 161.7,
  "symbols": ["O", "C", "C", "C", "C", "C", "C", "O", "H", "H", "H", "H", "H", "H", "H", "H"],
  "positions_angstrom": [[0.800, 1.962, 0.575], [1.545, 0.866, 0.131], [0.517, 0.337, -0.561], [-1.042, 0.323, 0.153], [-0.638, -0.724, 1.125], [-0.092, -1.733, 0.503], [-0.054, -1.201, -0.898], [-1.424, -0.573, -0.987], [0.573, 2.761, -0.194], [2.456, 1.059, -0.307], [1.967, 0.391, 0.983], [0.392, 0.828, -1.492], [-1.547, 1.204, 0.203], [-0.755, -0.211, 2.268], [0.396, -2.588, 1.038], [0.088, -1.761, -1.926]]
}